Formula: C4H7N3S
Source: the OMol25 dataset
Level of theory: wB97M-V/def2-TZVPD

ORCA input file:
```
! RIJCOSX wB97M-V def2-TZVPD def2/J DEFGRID3
* xyz 0 1
C -2.4423 0.9303 0.1990
C -3.3118 0.7502 1.2551
C -2.4094 -0.4041 -0.3649
C 3.5268 -1.9518 -1.3484
N -3.8311 -0.4921 1.2407
N -0.6191 0.1084 -1.9291
N -3.3677 -1.1491 0.2728
S -1.5319 -1.0822 -1.5718
H -1.9259 1.9193 -0.1491
H -3.4778 1.5231 1.9069
H 2.6762 -1.9006 -2.0065
H 3.9204 -0.7982 -1.2543
H 3.0355 -1.9485 -0.4112
H 0.0866 -0.1134 -2.5860
H 4.3106 -2.6732 -1.6256
*
```

The LUMO energy (spin up / spin down) comes out at -2.17 / -1.99 eV. The value obtained for the energy relative to the best compared isomer or geometry (same formula, charge and spin) is 121.4 kcal/mol. Its frontier orbital gap (spin up / spin down) is 7.154 / 7.363 eV. The strongest force on any atom comes out at 4.04 eV/Å.

Here are the natural (NBO) charges for atoms 1 to 2, given in e: number 1, C, carries -0.28; number 2, C, carries -0.07